{"formula": "C24H23F8MnN4O15P2S2Te", "method": "ωB97M-V/def2-TZVPD", "species": ["H", "C", "H", "H", "H", "O", "C", "C", "C", "Te", "H", "F", "H", "H", "C", "H", "H", "H", "O", "C", "F", "O", "H", "O", "H", "N", "N", "C", "C", "C", "O", "O", "O", "S", "C", "F", "H", "S", "C", "F", "Mn", "F", "O", "C", "C", "F", "C", "H", "C", "O", "C", "C", "N", "O", "O", "C", "O", "H", "O", "H", "H", "O", "O", "H", "H", "H", "C", "C", "C", "F", "H", "C", "C", "F", "N", "P", "H", "C", "P", "H"], "xyz": [[0.9236, 0.6441, -2.2559], [0.3791, -2.7426, -4.3896], [1.9756, -2.8218, -0.9195], [2.6574, 1.5287, -4.0203], [2.4840, 1.1187, -1.5935], [-2.3123, -1.9763, -5.1879], [-1.5182, -1.6467, -3.0768], [0.1075, -2.5337, -1.9113], [-1.0194, 1.3270, -0.3179], [1.1645, -3.4831, 2.3692], [2.2127, -2.4234, -5.4482], [1.9159, -4.6515, 1.0904], [2.7843, -0.5644, 5.8005], [-0.2843, -2.5569, -5.2277], [2.3462, 2.8250, 5.8010], [2.1193, -0.5781, -1.8283], [-3.5054, -0.4601, 2.6243], [-2.5460, -0.8629, -1.3061], [-2.2859, -1.2199, 1.2509], [1.7042, -2.0177, -4.5740], [1.5463, -4.0517, 4.1113], [-1.0428, 2.0705, 2.7409], [-1.8089, -0.4924, 5.1948], [1.3044, -1.9954, 1.1332], [-2.0110, 5.8055, -0.3296], [-0.3535, -2.3837, -3.1796], [-0.7004, -1.9238, -1.0502], [-1.7228, -1.3745, -1.7683], [1.2426, 1.8189, 3.9792], [1.3011, -3.3493, -1.5928], [-0.8812, -2.9824, 5.5685], [0.1891, 0.1226, -4.7274], [1.5194, -1.6456, 3.6899], [0.3126, 1.6636, 2.5017], [2.7837, 1.5674, 6.2195], [-0.3610, -3.5475, 0.8625], [0.5800, -3.8138, -4.3594], [1.5702, -0.2595, -4.9134], [2.5634, 0.5040, -3.6546], [-2.0405, 6.1919, -4.2975], [-0.4069, -1.4146, 1.0687], [-1.3757, 7.2472, -2.5326], [-2.8676, -2.8760, 3.9761], [1.2032, -0.4781, 3.4469], [1.5705, 2.9756, 4.6593], [3.0441, -3.1863, 2.4929], [1.9845, 0.4148, -2.2573], [-1.5015, 3.6725, 0.8324], [-1.2975, 2.5610, -0.9873], [-1.4545, -0.7965, 4.3535], [-1.8217, 4.9052, -0.8993], [-0.7621, 0.2701, 0.2005], [-2.4087, -1.3400, -4.1530], [-3.2445, -0.4912, -3.9372], [-0.6455, -2.6638, 2.9689], [2.4590, 0.4230, 5.5045], [2.2236, -0.0119, -6.1737], [3.3855, 1.4878, 7.1147], [-4.2437, -1.0093, 2.9462], [2.6179, 3.7015, 6.3749], [3.5463, 0.0368, -3.7300], [-2.9501, -2.4944, 1.3865], [1.0674, 2.2737, 1.4473], [-1.6392, 3.8314, -4.1106], [0.9781, -4.2325, -1.0461], [1.2318, 3.9462, 4.3266], [-2.1730, 6.2475, -2.9631], [-1.8514, 4.9445, -2.2899], [1.6735, 0.5818, 4.3764], [0.1384, -5.0591, 2.6282], [-1.1591, 1.7056, -2.9533], [-1.6078, 3.7993, -3.0310], [-1.3301, 2.6072, -2.3802], [-3.4366, 6.6476, -2.7156], [0.4169, -0.0218, 2.4538], [-3.9127, -2.5738, 2.7108], [1.8295, -3.6536, -2.4932], [-1.5459, 3.7197, -0.2479], [-1.3919, -2.3936, 4.3389], [2.3641, -2.1328, -3.7145]], "atomic_forces_ev_per_a": [[-0.118, 0.071, 0.043], [-0.082, -0.144, -0.063], [-0.042, -0.001, -0.009], [-0.052, 0.029, 0.061], [-0.013, 0.017, 0.008], [0.041, -0.065, -0.219], [-0.073, 0.056, -0.100], [-0.092, 0.019, -0.037], [-0.005, -0.170, -0.197], [-0.022, -1.044, -0.457], [0.017, -0.033, 0.013], [0.022, -0.181, -0.219], [0.014, -0.018, 0.011], [0.062, -0.005, 0.018], [0.019, 0.026, 0.003], [-0.014, -0.040, 0.023], [0.028, 0.056, -0.026], [-0.002, 0.031, 0.045], [0.174, 0.083, -0.044], [0.065, -0.054, 0.001], [0.073, 0.200, 0.207], [0.020, 0.127, -0.138], [-0.035, 0.110, 0.136], [0.205, 0.025, 0.404], [-0.005, 0.014, 0.002], [0.093, 0.081, 0.126], [0.132, 0.127, -0.013], [-0.050, -0.156, 0.031], [0.088, 0.236, 0.124], [0.096, 0.010, 0.103], [-0.135, 0.051, 0.080], [0.074, 0.035, -0.050], [0.223, 0.250, 0.079], [-0.150, -0.529, 0.163], [-0.024, -0.002, -0.037], [-0.152, 0.025, 0.006], [-0.016, -0.015, -0.019], [-0.083, 0.052, 0.052], [0.084, 0.069, -0.022], [0.021, -0.026, -0.079], [-0.822, 0.349, -0.567], [0.053, 0.037, 0.034], [0.020, 0.192, -0.044], [-0.141, -0.075, 0.122], [-0.009, -0.105, 0.098], [0.118, 0.170, 0.044], [0.001, -0.075, 0.069], [-0.043, -0.018, -0.036], [-0.031, -0.039, 0.058], [-0.202, 0.063, 0.024], [0.004, 0.011, -0.023], [0.407, 0.132, 0.063], [0.054, -0.126, 0.227], [-0.110, 0.195, 0.014], [0.318, 0.649, 0.600], [-0.059, 0.042, 0.013], [-0.068, -0.011, -0.040], [0.017, -0.003, 0.011], [0.004, -0.141, -0.003], [0.014, -0.006, 0.016], [0.044, 0.038, -0.072], [0.074, 0.037, -0.015], [-0.006, 0.127, -0.026], [0.005, -0.004, -0.015], [0.000, -0.047, 0.081], [-0.011, 0.024, -0.020], [0.042, -0.092, 0.048], [-0.020, 0.061, -0.027], [0.037, 0.018, -0.094], [-0.060, -0.098, -0.036], [0.031, -0.027, -0.035], [0.009, -0.005, 0.009], [-0.087, 0.022, -0.026], [-0.090, 0.005, 0.036], [-0.026, 0.064, -0.166], [-0.166, -0.003, 0.215], [-0.043, -0.056, 0.083], [0.070, 0.059, 0.063], [0.309, -0.709, -0.677], [-0.021, 0.028, -0.017]], "lowdin_charge": [0.054, -0.129, 0.079, 0.109, 0.095, 0.071, -0.145, -0.265, -0.056, 1.925, 0.111, -0.379, 0.132, 0.112, -0.069, 0.068, 0.046, 0.136, -0.355, -0.197, -0.349, -0.275, 0.105, -0.526, 0.124, 0.065, 0.078, -0.005, -0.216, 0.014, -0.223, -0.301, -0.071, 0.676, -0.059, -0.427, 0.137, 0.662, -0.290, 0.131, 0.860, 0.130, -0.372, -0.459, -0.028, -0.389, -0.084, 0.106, -0.201, -0.103, -0.003, -0.053, -0.339, 0.102, -0.464, 0.025, -0.318, 0.104, -0.262, 0.103, 0.106, -0.365, -0.270, 0.121, 0.090, 0.121, -0.585, -0.128, -0.115, -0.374, 0.100, 0.003, 0.000, 0.134, -0.076, 0.847, 0.073, 0.004, 0.280, 0.087], "lumo_ev": [0.4, 1.0], "largest_force_ha_per_bohr": 0.0222, "charge": -1, "spin_multiplicity": 4, "homo_lumo_gap_ev": [7.3, 8.0]}

{"formula": "C24H23O7", "method": "ωB97M-V/def2-TZVPD", "species": ["H", "H", "C", "C", "O", "C", "C", "C", "O", "C", "H", "H", "C", "H", "C", "H", "C", "H", "C", "C", "C", "H", "O", "C", "O", "C", "H", "H", "H", "C", "C", "C", "H", "C", "O", "H", "H", "O", "C", "H", "C", "H", "C", "H", "C", "H", "H", "H", "H", "O", "C", "H", "H", "C"], "xyz": [[0.7533, -3.4469, -1.1602], [-0.4240, 1.5670, 0.3144], [1.1852, -0.7416, 1.1833], [2.4076, -0.0950, 0.7746], [5.3685, 2.5902, -0.3238], [-1.3806, -2.9489, -1.0828], [2.8967, -0.1089, -0.5527], [5.5436, 2.8640, -1.7345], [-0.0768, -3.0850, 2.0917], [-3.1360, 1.5495, -0.3693], [-2.7099, -3.2503, -2.7449], [2.7834, 0.5897, 2.7756], [-2.7157, -3.3974, -1.6622], [0.1513, 3.6660, 1.4244], [-0.3998, -2.6065, 1.0278], [-3.9111, -1.3397, 1.2264], [-5.2220, -0.2885, -0.1342], [-2.8693, -4.4551, -1.4292], [0.6662, 3.0836, 2.1998], [-4.3005, 1.7088, -1.1348], [-0.1990, -3.7516, -1.6047], [6.1415, 2.0715, -2.2094], [-1.5138, -3.0475, 0.3455], [-0.6564, 1.1580, 1.2991], [-1.2481, -1.5507, -1.4334], [4.5533, 1.5606, 0.0159], [6.0804, 3.8104, -1.7489], [4.7916, 1.9670, 2.1327], [1.0374, -0.8424, 2.2592], [-5.3529, 0.7938, -1.0123], [0.0124, 1.7383, 2.4367], [3.1390, 0.6508, 1.7430], [-0.1341, -3.6276, -2.6894], [0.3552, -1.4908, 0.3760], [0.1967, 0.1467, -1.3576], [-3.5305, -2.8118, -1.2270], [1.7073, 2.9308, 1.8840], [0.0967, 1.1664, 3.5293], [-0.1778, -0.9052, -0.8750], [-6.2577, 0.9037, -1.6160], [-2.9989, 0.4746, 0.5180], [2.4295, -0.7651, -1.2900], [-1.7919, 0.2622, 1.4122], [-2.3110, 2.2619, -0.4319], [-4.0370, -0.4740, 0.5786], [4.5837, 2.9674, -2.2675], [-6.0270, -1.0114, -0.0206], [-0.3649, -4.8093, -1.3816], [4.2244, 0.7571, -1.9862], [-1.8214, -0.7036, 2.1856], [3.9329, 0.7213, -0.9395], [-4.3664, 2.5400, -1.8440], [0.6709, 3.6381, 3.1436], [4.2258, 1.4156, 1.3863]], "atomic_forces_ev_per_a": [[-0.241, 0.000, -0.042], [-0.515, 0.415, 0.429], [-0.080, -0.768, 0.062], [0.569, 1.320, -0.289], [0.363, 0.003, -0.779], [-0.611, 0.856, 0.642], [-0.337, -0.248, 0.612], [-0.044, -0.253, 0.727], [-0.491, -0.140, -0.914], [-0.135, -0.059, 0.184], [0.005, -0.051, 0.103], [0.210, 0.180, -0.270], [0.232, 0.016, 0.089], [0.148, -0.167, 0.206], [0.581, 1.134, 0.783], [0.056, 0.233, -0.057], [0.419, 0.093, -0.158], [0.013, 0.133, -0.063], [0.194, 0.362, 0.060], [0.189, -0.230, 0.050], [-0.004, -0.251, -0.153], [-0.135, 0.236, 0.091], [0.638, -0.540, -0.613], [-0.158, 0.581, -0.115], [0.396, -0.582, -0.071], [-1.060, -0.477, 0.050], [0.015, -0.093, -0.150], [-0.149, 0.082, -0.183], [0.049, -0.231, -0.133], [0.235, 0.045, 0.058], [-0.430, -1.534, -0.680], [-0.599, -0.882, -0.418], [-0.023, -0.002, 0.106], [-0.999, -0.639, -0.407], [-0.555, -0.765, -0.169], [0.221, -0.017, -0.024], [-0.139, 0.048, 0.052], [0.197, 0.702, 0.478], [0.858, 0.102, 0.259], [0.257, 0.041, 0.232], [-0.484, -0.271, -0.540], [0.118, 0.349, 0.278], [1.020, -0.169, 0.345], [-0.355, -0.134, -0.066], [-0.132, 0.405, 0.106], [0.255, -0.049, 0.347], [0.081, 0.107, -0.101], [0.029, 0.104, -0.012], [-0.034, -0.025, 0.239], [-0.365, 0.579, -0.109], [0.375, 0.439, 0.443], [-0.040, -0.277, 0.278], [0.051, -0.045, -0.131], [0.340, 0.338, -0.663]], "lowdin_charge": [0.091, 0.085, 0.059, -0.176, -0.092, -0.529, -0.005, -0.071, 0.110, -0.027, 0.092, 0.127, 0.019, 0.070, -0.446, 0.116, -0.102, 0.092, -0.033, -0.095, 0.017, 0.091, 0.062, -0.055, 0.071, -0.272, 0.085, 0.115, 0.138, -0.115, -0.525, -0.023, 0.097, -0.088, 0.083, 0.083, 0.060, -0.023, -0.439, 0.090, -0.128, 0.118, -0.368, 0.107, -0.033, 0.096, 0.092, 0.097, 0.099, 0.048, -0.017, 0.093, 0.074, -0.013], "lumo_ev": 2.4, "largest_force_ha_per_bohr": 0.0337, "charge": -1, "homo_lumo_gap_ev": 5.9}